1.
C26H33BrCl2CsF10K2LiN3O11PS3 | wB97M-V/def2-TZVPD

Structure (XYZ):
```
94
Properties=species:S:1:pos:R:3:lowdin_charge:R:1
C 2.35 1.38 2.88 0.144
C 1.29 1.08 2.37 -0.090
C -0.04 0.53 1.73 -0.323
C -0.91 1.84 1.51 -0.115
N -1.52 2.80 1.19 -0.264
C -0.69 -0.41 2.83 -0.086
C -2.27 -0.56 2.75 -0.199
O -2.71 -1.93 2.79 -0.238
C -2.41 -2.57 4.07 -0.183
C -1.37 -3.76 3.75 -0.268
C 0.22 -0.17 0.32 -0.434
C 1.27 0.78 -0.41 -0.221
N 2.07 1.46 -0.90 0.188
C -1.05 -0.23 -0.65 -0.128
C -1.25 -1.62 -1.39 -0.252
C -0.74 -1.79 -2.82 -0.031
C -0.95 -3.13 -3.48 -0.047
C -1.61 -4.32 -2.85 -0.029
C -2.14 -4.19 -1.48 -0.190
C -1.94 -2.78 -0.76 -0.278
P 1.01 -1.89 0.41 0.976
C 2.23 -2.07 1.83 -0.270
C 1.95 -2.30 -1.16 -0.366
H 3.13 1.74 3.59 0.082
H -0.25 -1.45 2.88 0.096
H -0.46 0.07 3.84 0.143
H -2.75 -0.08 1.85 0.096
H -2.72 -0.04 3.66 0.143
H -2.00 -1.87 4.86 0.128
H -3.37 -3.08 4.41 0.132
H -1.34 -3.95 2.62 -0.057
H -1.65 -4.73 4.24 -0.008
H -0.35 -3.46 4.11 0.021
H -0.95 0.56 -1.47 0.136
H -2.04 0.01 -0.14 0.088
H -0.25 -0.93 -3.34 0.098
H -0.56 -3.23 -4.53 0.088
H -1.74 -5.32 -3.35 0.119
H -2.68 -5.07 -0.88 0.090
H -2.31 -2.60 0.35 0.019
H 2.96 -2.92 1.59 0.066
H 1.74 -2.36 2.81 0.038
H 2.90 -1.16 1.99 0.033
H 1.97 -1.44 -1.88 -0.039
H 1.37 -3.12 -1.67 -0.002
H 2.99 -2.73 -0.98 0.063
K -1.47 -4.53 0.69 0.799
Br 0.41 -6.03 3.73 -0.376
Li -3.77 -1.56 0.19 0.759
N 5.74 -1.01 -4.59 -0.280
S 6.23 -1.40 -3.16 0.499
O 7.48 -2.14 -3.05 -0.524
O 5.23 -1.71 -2.17 -0.285
F 6.70 0.04 -2.64 -0.209
S 5.27 -2.27 -5.42 0.467
O 5.13 -2.01 -6.82 -0.280
O 4.24 -3.10 -4.85 -0.522
F 6.55 -3.24 -5.40 -0.216
O -6.56 -2.53 -0.30 -0.461
Cl -8.00 -2.78 -0.43 0.620
O -8.45 -2.23 -1.69 -0.368
O -8.69 -2.14 0.66 -0.374
O -8.24 -4.20 -0.40 -0.365
C -3.93 4.29 3.05 -0.067
C -5.05 5.06 2.34 -0.433
C -4.95 6.59 2.38 -0.303
F -5.01 7.07 3.64 0.101
F -5.99 7.15 1.71 0.107
F -6.24 4.64 2.81 0.149
F -5.02 4.69 1.02 0.101
O -4.21 3.81 4.37 0.043
C -3.99 4.70 5.43 -0.506
C -5.28 5.02 6.20 -0.276
F -6.20 5.60 5.39 0.103
F -5.03 5.89 7.20 0.105
F -3.36 5.80 4.99 0.134
F -3.13 4.08 6.26 0.148
H -3.77 3.38 2.47 0.122
H -2.97 4.81 3.00 0.125
H -4.02 6.94 1.92 0.168
H -5.72 4.11 6.62 0.180
Cs -0.59 4.77 0.32 1.161
C 8.05 2.32 -8.02 -0.274
S 8.22 0.98 -6.83 0.816
O 6.85 0.53 -6.46 -0.535
C 8.83 2.01 -5.47 -0.275
H 7.64 1.91 -8.94 0.050
H 7.37 3.08 -7.63 0.055
H 9.03 2.76 -8.22 0.047
H 8.10 2.79 -5.25 0.057
H 9.78 2.45 -5.76 0.046
H 8.97 1.38 -4.60 0.037
K 9.18 -2.31 -1.44 1.000
Cl 2.17 -2.46 -3.95 0.060
```

lowest unoccupied orbital energy: -2.07 eV
frontier orbital gap: 3.75 eV
total charge: 0
E_HOMO: -5.81 eV
E: -9258.17356 hartree

=====

2.
C4H6N2 | wB97M-V/def2-TZVPD

Structure (XYZ):
```
12
Properties=species:S:1:pos:R:3:nbo_charge:R:1
C -0.91 0.41 1.42 -0.638
C -0.30 0.15 0.09 0.089
C -0.73 -0.09 -1.18 -0.099
N 0.28 -0.45 -2.03 -0.446
C 1.32 -0.61 -1.24 0.157
N 1.04 -0.22 0.05 -0.535
H -1.39 1.38 1.54 0.226
H -1.64 -0.36 1.69 0.229
H -0.10 0.32 2.15 0.215
H -1.72 0.20 -1.51 0.202
H 2.33 -0.76 -1.59 0.191
H 1.82 0.04 0.61 0.410
```

lowest unoccupied orbital energy: 0.91 eV
frontier orbital gap: 9.53 eV
relative energy (zero: lowest compared OMol25 entry of this formula, charge and spin): 35.1 kJ/mol
SMILES: Cc1cnc[nH]1
total charge: 0
E_HOMO: -8.62 eV
E: -265.52220 hartree

=====

3.
C43H56BN9O5SSeSiTi | wB97M-V/def2-TZVPD

Structure (XYZ):
```
118
Properties=species:S:1:pos:R:3:lowdin_charge:R:1
Ti -0.01 1.38 1.51 0.766
C 1.54 -0.96 4.75 -0.027
C 1.10 0.22 4.17 -0.134
N 0.44 -0.04 3.05 -0.102
N 0.44 -1.39 2.88 0.029
C 1.10 -1.96 3.89 -0.048
B -0.37 -1.98 1.67 -0.711
N 0.35 -1.65 0.37 -0.259
C -0.21 -1.99 -0.96 -0.294
C -0.80 -0.80 -1.68 -0.095
C -0.57 0.48 -1.37 -0.224
N 0.29 0.89 -0.33 -0.427
N -1.76 -1.25 1.73 0.034
C -2.98 -1.68 2.07 -0.059
C -3.90 -0.68 1.83 -0.028
C -3.12 0.37 1.35 -0.167
N -1.84 0.04 1.31 -0.040
N -0.64 -3.49 1.80 0.015
C -1.60 -4.22 1.17 -0.126
C -1.38 -5.55 1.45 -0.061
C -0.24 -5.54 2.26 -0.160
N 0.21 -4.31 2.46 0.067
H 2.10 -1.09 5.66 0.098
H 1.22 1.24 4.50 0.106
H 1.20 -3.03 3.93 0.101
H -1.03 -2.70 -0.80 0.095
H -1.44 -1.01 -2.52 0.112
H -1.05 1.28 -1.92 0.113
H -3.12 -2.67 2.48 0.124
H -4.96 -0.70 1.99 0.098
H -3.45 1.35 1.05 0.085
H -2.37 -3.76 0.58 0.115
H -1.96 -6.39 1.11 0.094
H 0.28 -6.37 2.71 0.104
O 3.47 3.04 0.92 0.132
C 2.28 2.92 1.06 -0.554
O 1.67 2.13 1.92 -0.199
C 1.29 3.74 0.26 -0.193
C 1.73 4.77 -0.58 0.031
C 0.80 5.50 -1.25 0.023
C -0.58 5.23 -1.05 -0.137
C -1.60 5.97 -1.69 -0.026
C -2.91 5.70 -1.43 -0.063
C -3.26 4.68 -0.52 -0.047
C -2.30 3.93 0.09 -0.022
C -0.93 4.18 -0.17 -0.173
N 0.03 3.44 0.46 0.100
H 2.80 4.93 -0.68 0.127
H 1.08 6.30 -1.92 0.123
H -1.32 6.76 -2.37 0.116
H -3.69 6.28 -1.92 0.107
H -4.30 4.50 -0.30 0.111
H -2.54 3.18 0.83 0.040
C 1.53 -0.19 -4.15 -0.021
C 2.57 -1.22 -3.77 -0.629
C 3.89 -0.54 -3.44 -0.021
C 2.76 -2.24 -4.89 -0.020
O 2.18 -1.89 -2.57 -0.111
Si 1.03 -2.91 -2.04 0.267
S 1.33 -0.32 0.23 1.067
O 1.69 -4.09 -1.15 -0.089
C 3.01 -4.34 -0.65 -0.620
C 2.91 -5.58 0.22 -0.021
C 3.95 -4.59 -1.82 -0.016
C 3.48 -3.14 0.18 -0.023
O 0.23 -3.52 -3.33 -0.104
C -0.51 -4.72 -3.55 -0.634
C 0.48 -5.84 -3.84 -0.018
C -1.35 -5.06 -2.32 -0.032
C -1.40 -4.46 -4.75 -0.027
H 1.84 0.35 -5.05 0.091
H 1.38 0.52 -3.34 0.078
H 0.57 -0.67 -4.35 0.086
H 4.26 0.02 -4.29 0.089
H 4.64 -1.29 -3.16 0.085
H 3.76 0.14 -2.60 0.088
H 3.12 -1.74 -5.79 0.091
H 1.81 -2.74 -5.11 0.075
H 3.48 -3.00 -4.59 0.082
H 2.56 -6.43 -0.37 0.088
H 2.21 -5.40 1.04 0.059
H 3.88 -5.83 0.65 0.091
H 3.60 -5.45 -2.40 0.087
H 4.96 -4.80 -1.46 0.092
H 3.99 -3.72 -2.47 0.062
H 2.79 -2.97 1.01 0.077
H 3.53 -2.24 -0.43 0.066
H 4.47 -3.34 0.59 0.094
H 1.12 -6.02 -2.97 0.075
H 1.12 -5.56 -4.68 0.090
H -0.04 -6.77 -4.08 0.090
H -0.72 -5.14 -1.43 0.069
H -1.86 -6.02 -2.46 0.095
H -2.10 -4.30 -2.14 0.088
H -0.80 -4.26 -5.63 0.086
H -2.04 -3.59 -4.56 0.086
H -2.04 -5.32 -4.95 0.089
C -2.46 8.63 3.47 -0.053
C -2.19 7.15 3.40 -0.272
C -3.22 6.23 3.36 -0.020
C -2.99 4.86 3.31 -0.312
C -4.17 3.93 3.25 -0.093
C -1.66 4.39 3.30 -0.485
Se -1.46 2.47 3.27 0.842
C -0.60 5.30 3.36 -0.278
C 0.84 4.91 3.42 -0.048
C -0.89 6.66 3.40 -0.020
H -3.53 8.84 3.39 0.071
H -1.95 9.16 2.67 0.078
H -2.11 9.05 4.42 0.081
H -4.25 6.58 3.37 0.112
H -5.10 4.50 3.37 0.076
H -4.13 3.17 4.03 0.062
H -4.21 3.40 2.30 0.052
H 0.97 3.85 3.61 0.037
H 1.35 5.46 4.21 0.090
H 1.35 5.16 2.49 0.079
H -0.07 7.36 3.46 0.123
```

lowest unoccupied orbital energy: -0.77 eV
frontier orbital gap: 6.75 eV
relative energy (zero: lowest compared OMol25 entry of this formula, charge and spin): 187.1 kJ/mol
total charge: 0
E_HOMO: -7.52 eV
E: -6505.01279 hartree